Entry 1:
ORCA calculation (ωB97M-V with the def2-TZVPD basis set) on C42H42EuFN7P2SSe2Si as an isolated structure.

Results
Maximum force ... 0.05857 hartree/bohr
Spin multiplicity ... 8
Energy above the lowest of the compared OMol25 structures with the same formula, charge and spin ... 0.0 kJ/mol
Orbital gap (spin up / spin down) ... 6.4 / 6.5 eV

Element x y z (Å)
Eu -13.872 -15.028 9.844
Se -15.951 -21.050 13.628
P -13.926 -20.353 13.483
C -13.191 -19.871 15.071
C -12.113 -19.004 15.156
C -11.657 -18.592 16.394
C -12.211 -19.112 17.564
C -13.260 -20.019 17.456
C -13.684 -20.469 16.223
C -12.788 -21.608 12.851
C -13.239 -22.617 12.017
C -12.403 -23.598 11.517
C -11.063 -23.647 11.873
C -10.638 -22.702 12.755
C -11.423 -21.643 13.204
C -13.739 -18.970 12.342
C -14.053 -17.644 12.308
N -13.675 -17.141 11.147
N -13.097 -18.128 10.441
N -13.185 -19.251 11.125
P -14.602 -16.436 13.524
Se -15.619 -14.817 12.579
C -13.064 -15.857 14.271
C -13.064 -15.193 15.522
C -11.871 -14.680 16.019
C -10.690 -14.776 15.291
C -10.686 -15.441 14.105
C -11.856 -16.032 13.576
C -15.559 -17.239 14.819
C -15.072 -17.524 16.105
C -15.929 -18.084 17.013
C -17.181 -18.561 16.674
C -17.656 -18.272 15.392
C -16.874 -17.551 14.469
H -11.637 -18.517 14.293
H -10.780 -17.950 16.450
H -11.878 -18.799 18.553
H -13.628 -20.519 18.380
H -14.479 -21.204 16.174
H -14.267 -22.611 11.801
H -12.844 -24.314 10.811
H -10.414 -24.419 11.490
H -9.577 -22.674 13.064
H -10.952 -20.887 13.812
H -13.978 -15.002 16.061
H -11.935 -14.089 16.941
H -9.839 -14.309 15.734
H -9.790 -15.498 13.469
H -11.811 -16.477 12.593
H -14.058 -17.299 16.366
H -15.610 -18.291 18.023
H -17.801 -19.172 17.344
H -18.622 -18.595 15.098
H -17.272 -17.242 13.505
C -15.018 -10.688 6.837
Si -14.310 -11.480 8.429
C -12.489 -11.894 8.041
C -14.282 -10.200 9.818
N -15.010 -12.991 8.952
C -16.292 -13.382 8.642
C -17.414 -12.533 8.653
C -18.672 -12.864 8.244
C -18.915 -14.186 7.846
C -17.935 -15.098 7.919
C -16.672 -14.712 8.323
F -15.655 -15.636 8.214
H -14.431 -9.771 6.627
H -16.078 -10.497 6.824
H -14.878 -11.360 6.003
H -11.822 -11.055 8.016
H -12.524 -12.410 7.105
H -12.142 -12.639 8.756
H -13.491 -9.420 9.759
H -14.122 -10.804 10.782
H -15.185 -9.622 9.991
H -17.225 -11.530 9.023
H -19.429 -12.130 8.261
H -19.893 -14.402 7.417
H -18.024 -16.128 7.714
N -11.339 -16.784 7.665
C -12.224 -16.168 8.051
H -10.648 -17.409 7.375
C -9.876 -9.724 10.173
C -9.539 -11.001 10.872
C -8.603 -11.036 11.877
C -8.272 -12.334 12.309
N -8.795 -13.478 11.852
C -9.761 -13.388 10.938
S -10.643 -14.735 10.358
N -10.026 -12.144 10.412
C -7.283 -12.487 13.337
H -9.375 -8.908 10.583
H -11.003 -9.485 10.171
H -9.546 -9.836 9.124
H -8.116 -10.184 12.248
H -10.701 -12.082 9.667
H -7.212 -13.498 13.681
H -7.350 -11.728 14.124
H -6.303 -12.213 12.853



Entry 2:
ORCA calculation (ωB97M-V with the def2-TZVPD basis set) on C42H42FeO3P3S3 as an isolated structure.

Results
Maximum force ... 0.01172 hartree/bohr
Spin multiplicity ... 2
Net charge ... +2
Orbital gap (spin up / spin down) ... 6.9 / 7.5 eV

Element x y z (Å)
Fe -0.239 -0.054 -0.322
O -1.014 3.045 -0.815
S -0.026 2.113 -0.288
C 0.238 2.492 1.446
C 0.467 3.823 1.762
C 0.639 4.186 3.088
C 0.584 3.218 4.083
C 0.338 1.892 3.759
C 0.142 1.505 2.435
P -0.216 -0.229 1.993
C 1.029 -1.210 2.885
C 2.177 -0.622 3.411
C 3.080 -1.380 4.141
C 2.859 -2.735 4.330
C 1.720 -3.330 3.806
C 0.799 -2.571 3.103
C -1.775 -0.744 2.756
C -2.379 -0.058 3.804
C -3.544 -0.553 4.373
C -4.103 -1.732 3.906
C -3.510 -2.413 2.849
C -2.358 -1.915 2.269
C 1.505 2.513 -1.127
C 1.623 3.734 -1.767
C 2.802 4.004 -2.448
C 3.829 3.067 -2.489
C 3.689 1.840 -1.858
C 2.505 1.551 -1.184
P 2.136 0.016 -0.331
C 3.675 -0.492 0.459
C 4.096 -1.818 0.471
C 5.322 -2.140 1.035
C 6.126 -1.148 1.578
C 5.706 0.177 1.565
C 4.480 0.506 1.015
C 1.699 -1.336 -1.436
C 1.952 -1.374 -2.807
C 1.490 -2.442 -3.552
C 0.766 -3.468 -2.946
C 0.516 -3.442 -1.585
C 0.987 -2.381 -0.818
H 0.500 4.569 0.978
H 0.819 5.221 3.344
H 0.729 3.498 5.118
H 0.311 1.146 4.544
H 2.349 0.440 3.299
H 3.954 -0.907 4.566
H 3.563 -3.325 4.903
H 1.529 -4.382 3.974
H -0.111 -3.039 2.751
H -1.968 0.870 4.175
H -4.015 -0.013 5.183
H -5.009 -2.116 4.354
H -3.956 -3.323 2.469
H -1.929 -2.426 1.412
H 0.807 4.443 -1.743
H 2.921 4.954 -2.952
H 4.740 3.291 -3.026
H 4.487 1.109 -1.893
H 3.495 -2.601 0.031
H 5.654 -3.169 1.034
H 7.086 -1.405 2.006
H 6.337 0.953 1.979
H 4.162 1.542 1.001
H 2.491 -0.564 -3.283
H 1.686 -2.480 -4.615
H 0.412 -4.297 -3.545
H -0.023 -4.252 -1.112
H 0.871 -2.403 0.264
C -5.501 -1.693 -3.335
C -4.069 -2.153 -3.186
C -3.225 -1.970 -4.429
O -3.441 -1.495 -2.013
P -2.788 -0.081 -1.937
S -2.531 0.318 0.027
S -0.844 -0.109 -2.541
O -3.757 0.821 -2.746
C -3.830 2.275 -3.034
C -2.573 2.754 -3.721
C -4.172 3.024 -1.768
H -6.020 -2.377 -4.007
H -5.559 -0.690 -3.753
H -6.012 -1.713 -2.373
H -4.047 -3.197 -2.876
H -3.184 -0.921 -4.730
H -3.679 -2.527 -5.248
H -2.212 -2.343 -4.279
H -4.668 2.302 -3.729
H -1.736 2.808 -3.026
H -2.758 3.754 -4.115
H -2.313 2.106 -4.558
H -3.341 3.002 -1.063
H -5.066 2.611 -1.302
H -4.374 4.066 -2.021